This record from the Open Molecules 2025 dataset describes 6 unconnected molecules or ions with the total composition C21H40O18. The level of theory is ωB97M-V/def2-TZVPD.

As for the electronic energy: -2178.52145 hartree. The gap between HOMO and LUMO comes out at 10.300 eV. Its structure (SMILES) is CCOC(=O)OC.CCOC(=O)OC.CCOC(=O)OC.COC(=O)OC.COC(=O)OC.O=C1OCCO1.

```
! wB97M-V def2-TZVPD RIJCOSX def2/J DEFGRID3
* xyz 0 1
H -21.410 -15.328 -12.542
C -12.398 -18.007 -15.100
H -17.506 -14.844 -17.486
H -19.589 -14.631 -16.388
H -22.010 -23.838 -15.857
O -22.738 -21.984 -15.374
H -14.419 -18.737 -16.812
H -13.597 -19.551 -18.170
H -26.334 -13.274 -11.247
H -12.681 -15.447 -14.606
H -25.028 -12.145 -10.972
O -18.084 -15.723 -12.401
H -23.038 -23.752 -14.332
H -14.215 -10.569 -14.181
O -22.245 -15.102 -16.623
C -21.516 -14.414 -11.965
H -21.130 -14.505 -10.952
H -10.928 -15.239 -14.362
H -19.317 -18.751 -12.931
C -11.772 -15.914 -14.231
H -17.786 -16.506 -17.131
H -19.934 -20.369 -12.699
O -20.432 -16.376 -17.055
C -21.703 -16.165 -16.736
H -15.138 -11.982 -13.775
H -13.238 -20.339 -15.219
C -23.592 -13.757 -12.916
O -14.134 -11.061 -12.185
O -24.851 -13.415 -12.635
C -19.608 -15.251 -17.289
C -13.982 -19.675 -17.161
C -14.209 -11.451 -13.549
H -14.489 -11.804 -8.090
O -14.585 -13.181 -11.542
H -24.151 -17.335 -17.180
C -23.623 -17.391 -16.223
H -20.589 -18.390 -14.890
C -18.460 -15.662 -13.709
H -24.734 -13.805 -10.592
C -14.401 -12.392 -9.000
C -18.214 -15.653 -17.663
H -20.895 -13.636 -12.420
O -23.138 -13.735 -14.021
H -13.383 -12.113 -13.806
H -19.742 -19.895 -15.113
O -11.998 -18.892 -15.990
O -11.460 -17.062 -15.003
H -12.296 -20.849 -16.606
C -20.197 -19.376 -13.067
C -22.866 -23.404 -15.350
H -15.764 -16.323 -14.036
H -18.159 -15.977 -18.707
H -23.925 -16.620 -15.517
C -14.382 -12.017 -11.301
H -21.072 -19.071 -12.492
O -20.856 -22.125 -14.149
H -11.821 -16.134 -13.165
C -16.749 -15.244 -12.291
H -16.165 -15.859 -11.605
H -23.790 -23.637 -15.876
O -22.218 -17.349 -16.379
O -22.865 -14.017 -11.825
C -20.545 -19.416 -14.542
O -17.434 -15.262 -14.475
H -20.041 -14.584 -18.040
H -14.788 -20.406 -17.130
O -19.540 -15.959 -14.098
C -16.217 -15.387 -13.707
H -15.514 -14.591 -13.946
H -23.957 -18.364 -15.861
O -14.364 -11.471 -10.086
O -21.724 -20.161 -14.863
H -13.434 -12.893 -8.906
H -16.650 -14.226 -11.925
H -15.195 -13.124 -9.103
C -12.859 -20.016 -16.189
C -21.678 -21.475 -14.740
O -13.434 -18.001 -14.482
C -25.256 -13.166 -11.299
*
```